(1)
{
  "formula": "C22H40I2N3O6",
  "method": "ωB97M-V/def2-TZVPD",
  "lumo_ev": -4.45,
  "orbital_gap_ev": 5.83,
  "charge": 1,
  "fmax_ev_per_a": 2.76,
  "energy_ev": -56406.851,
  "symbols": ["C", "C", "C", "C", "C", "N", "C", "I", "C", "C", "I", "N", "C", "C", "N", "H", "H", "H", "H", "H", "H", "H", "H", "H", "H", "H", "H", "C", "O", "C", "C", "O", "C", "C", "O", "C", "H", "H", "H", "H", "H", "H", "H", "H", "H", "H", "H", "H", "H", "H", "C", "O", "C", "C", "O", "C", "C", "O", "C", "H", "H", "H", "H", "H", "H", "H", "H", "H", "H", "H", "H", "H", "H"],
  "coordinates": [[0.46038, -4.59084, 8.46622], [-0.46500, -3.63926, 8.40196], [-1.88107, -4.06350, 7.85601], [-1.67370, -4.69603, 6.48086], [-0.75974, -4.23513, 5.51221], [-0.57938, -4.83184, 4.34435], [0.44149, -4.26225, 3.45683], [-0.27904, -2.79443, 2.05961], [1.72213, -4.63049, 3.54472], [2.14135, -5.68795, 4.59684], [3.16026, -3.71931, 2.25192], [-1.19788, -5.88545, 3.84898], [-2.08937, -6.32281, 4.70596], [-2.40365, -5.84850, 6.02265], [-3.38947, -6.46846, 6.77357], [1.40301, -4.45628, 9.02185], [0.36133, -5.56117, 7.94790], [-0.23398, -2.60242, 8.67935], [-2.43937, -3.11908, 7.69442], [-2.35018, -4.72605, 8.59736], [-0.16995, -3.33699, 5.74333], [2.03575, -6.67877, 4.10490], [3.19132, -5.52468, 4.90179], [1.46229, -5.66391, 5.47058], [-2.67830, -7.18688, 4.34783], [-3.04868, -6.84075, 7.65744], [-3.82682, -7.21209, 6.22893], [1.80482, 1.08673, -5.73432], [2.01741, 0.30360, -4.57714], [2.92886, 0.92006, -3.68019], [2.87300, 0.24182, -2.32435], [1.79406, 0.70400, -1.51289], [0.50515, 0.21739, -1.87447], [0.27642, -1.22302, -1.45701], [0.85462, -2.11059, -2.39852], [0.96117, -3.42263, -1.89256], [2.74560, 1.25464, -6.26830], [1.12011, 0.54535, -6.38558], [1.34652, 2.04535, -5.46865], [2.68637, 1.98393, -3.57124], [3.93745, 0.81677, -4.10171], [3.77894, 0.51058, -1.77560], [2.86084, -0.84557, -2.41669], [0.30889, 0.36615, -2.93770], [-0.20350, 0.84263, -1.32476], [-0.80338, -1.42726, -1.42064], [0.71308, -1.39160, -0.46400], [1.63211, -3.44606, -1.02499], [1.38414, -4.05272, -2.67373], [-0.02428, -3.81497, -1.61507], [0.80463, 4.17705, -2.31501], [0.33402, 5.27977, -3.05853], [0.78566, 5.24141, -4.40399], [0.00468, 6.22531, -5.25401], [-1.25192, 5.71466, -5.68683], [-2.27901, 5.67644, -4.70137], [-2.87731, 7.04003, -4.41183], [-2.05684, 7.75685, -3.50157], [-2.38504, 9.12934, -3.46256], [1.89969, 4.15422, -2.30670], [0.44525, 4.28082, -1.29174], [0.40914, 3.24148, -2.72807], [0.66755, 4.22964, -4.81068], [1.84902, 5.51681, -4.41105], [0.57261, 6.40049, -6.17099], [-0.11013, 7.18869, -4.75437], [-1.93496, 5.18544, -3.78924], [-3.06463, 5.05007, -5.13101], [-3.86562, 6.91459, -3.94995], [-2.98228, 7.60160, -5.34750], [-2.20658, 9.59416, -4.43847], [-1.74038, 9.60995, -2.72778], [-3.42970, 9.27194, -3.16501]],
  "forces_ev_per_angstrom": [[0.942, 0.025, 0.248], [-0.566, -0.889, -0.391], [1.843, 1.504, -0.770], [-0.907, -1.804, -0.992], [-0.863, 0.414, 1.907], [1.929, 1.284, -1.496], [0.046, 0.943, -0.926], [-0.079, -0.863, 0.887], [-0.136, -0.157, 0.652], [0.116, 0.268, -0.979], [-0.457, -0.770, 0.834], [-0.908, 0.372, 1.814], [-1.425, -1.501, -0.231], [1.035, 1.353, 0.162], [0.705, -0.403, -0.863], [-0.394, 0.125, -0.650], [-0.270, 0.352, 0.701], [-0.499, -0.574, 0.334], [-0.226, -0.739, 0.281], [-0.081, 0.346, -0.560], [-0.082, -0.561, -0.495], [0.274, 0.475, 0.405], [-0.647, -0.192, -0.078], [0.514, 0.041, -0.394], [0.467, 0.446, 0.135], [-0.319, 0.363, 0.054], [-0.028, 0.130, 0.422], [-0.021, -0.174, 0.097], [-0.165, 0.103, 0.097], [-0.085, -0.456, -0.229], [0.100, 0.309, 0.094], [-0.094, -0.200, -0.135], [0.059, 0.157, 0.310], [-0.077, -0.093, -0.561], [0.166, -0.037, 0.152], [0.002, 0.149, -0.174], [-0.009, 0.109, -0.035], [0.047, -0.035, 0.052], [0.092, 0.081, -0.072], [0.077, 0.024, 0.066], [0.091, 0.163, 0.112], [-0.061, 0.077, 0.008], [-0.099, 0.020, -0.202], [0.048, -0.234, -0.044], [0.059, -0.009, 0.053], [-0.059, 0.068, 0.179], [0.034, 0.090, 0.036], [-0.082, -0.068, 0.098], [-0.042, 0.065, -0.017], [0.022, -0.063, 0.097], [-0.126, 0.214, -0.065], [-0.140, -0.148, -0.012], [-0.035, 0.375, 0.375], [0.006, -0.185, -0.245], [0.040, 0.032, 0.188], [-0.109, 0.041, -0.274], [0.170, -0.058, 0.446], [0.117, 0.063, -0.130], [0.080, -0.151, 0.056], [0.029, -0.147, 0.010], [0.025, 0.057, -0.039], [0.156, -0.094, -0.006], [0.021, 0.014, -0.083], [0.057, -0.105, -0.167], [-0.039, -0.068, -0.004], [0.021, -0.100, 0.201], [0.036, 0.193, 0.100], [0.029, 0.050, -0.064], [-0.114, -0.019, -0.164], [-0.048, -0.061, -0.043], [-0.126, 0.061, -0.008], [-0.014, -0.081, 0.006], [-0.025, 0.086, -0.068]]
}

=====

(2)
{
  "formula": "C2H2Cl2S",
  "method": "ωB97M-V/def2-TZVPD",
  "lumo_ev": -1.14,
  "orbital_gap_ev": 8.30,
  "smiles": "S=CC(Cl)Cl",
  "charge": 0,
  "fmax_ev_per_a": 5.74,
  "relative_energy_kcal_mol": 18.2,
  "energy_ev": -37985.105,
  "symbols": ["C", "C", "H", "H", "S", "Cl", "Cl"],
  "coordinates": [[-0.53759, 0.04101, -0.23224], [0.76223, -0.09025, 0.35859], [-0.36925, -0.05425, -1.35079], [0.63379, -0.07660, 1.43846], [2.31153, -0.14713, -0.14031], [-1.66401, -1.33270, -0.03779], [-1.13671, 1.65992, -0.03592]],
  "forces_ev_per_angstrom": [[-0.248, -0.802, -5.683], [2.286, -0.243, 2.957], [-0.237, 0.386, 1.166], [0.206, -0.113, 0.384], [-1.608, 0.001, -0.453], [0.143, 0.434, 0.933], [-0.541, 0.338, 0.696]]
}